Density functional theory data (wB97M-V/def2-TZVPD) for a 2-piece molecular cluster, C4H12S overall.

Each atom is followed by the atoms it is bonded to, with distances in Å.
Element x y z (Å)
1 C 0.429 0.061 0.290  S3 1.763, H4 1.089, H5 1.092, H6 1.092
2 C 2.053 0.876 2.365  S3 1.765, H7 1.088, H8 1.093, H9 1.098
3 S 0.368 0.501 1.997  C1 1.763, C2 1.765
4 H -0.560 -0.250 -0.041  C1 1.089
5 H 1.123 -0.768 0.138  C1 1.092
6 H 0.772 0.915 -0.298  C1 1.092
7 H 2.082 1.418 3.308  C2 1.088
8 H 2.497 1.474 1.565  C2 1.093
9 H 2.638 -0.049 2.461  C2 1.098
10 C -1.047 -1.288 -2.809  C11 1.534, H12 1.091, H13 1.095, H14 1.092
11 C -2.205 -0.537 -3.479  C10 1.534, H15 1.092, H16 1.092, H17 1.091
12 H -1.344 -1.693 -1.840  C10 1.091
13 H -0.197 -0.613 -2.666  C10 1.095
14 H -0.715 -2.117 -3.436  C10 1.092
15 H -3.042 -1.217 -3.651  C11 1.092
16 H -2.549 0.293 -2.857  C11 1.092
17 H -1.891 -0.149 -4.449  C11 1.091

Output
multiplicity: 2
net charge: +1
E: -15169.0943 eV
max |F|: 0.39 eV Å⁻¹
HOMO level (spin up / spin down): -14.7 / -14.7 eV
⟨S²⟩: 0.7529

Atom charges from the Löwdin analysis, given in e for atoms 1 to 8: atom 1 (C): -0.33, atom 2 (C): -0.31, atom 3 (S): 1.16, atom 4 (H): 0.05, atom 5 (H): 0.09, atom 6 (H): 0.09, atom 7 (H): 0.07, atom 8 (H): 0.08